Molecular formula: C45H36CuF15GeN2OS
Method: DFT, ωB97M-V/def2-TZVPD

The value obtained for the HOMO energy (spin up / spin down) is -4.140 / -4.832 eV. As for the net charge: -1. For the calculated total energy, the calculation gives -7534.74212 Eh. Its gap between HOMO and LUMO (spin up / spin down) is 6.33 / 6.71 eV. For the largest force on an atom, the calculation gives 2.9 eV/Å. The calculation puts the LUMO energy (spin up / spin down) at 2.19 / 1.88 eV. Its multiplicity is 2. As for the expectation value of S²: 0.76.

CARTESIAN COORDINATES (ANGSTROEM)
H -2.99830 -1.46960 4.83950
C -0.20490 1.50410 4.98100
C 4.58230 1.42910 -1.48810
S 2.30920 -1.45810 -0.71480
H 3.46760 2.62460 2.34770
H -3.00750 0.26740 4.53860
C 8.09990 -1.66880 0.11350
C -2.14990 -3.05210 -1.41670
C 5.02330 -2.75830 -5.43270
O -2.54330 2.90910 0.74400
C 4.96850 -1.37220 -5.44400
C -2.43660 1.14400 -2.97770
H 0.21660 1.34260 -3.72550
C -2.89330 -3.43900 -3.67260
C -0.50570 -1.84750 3.42750
H 0.10970 0.51910 -2.16910
C -3.17980 -4.08400 0.63570
F 9.32090 -1.72970 -0.43930
H -0.79060 -0.86150 5.28830
H 0.08050 -4.29570 -0.51790
F 8.96810 -2.44810 2.17290
H -2.97900 -4.43050 1.64750
C -1.07140 -0.68590 4.24200
H 1.22340 1.76400 0.45850
H -3.22470 -0.49040 -0.00110
H -1.62400 0.09210 -4.64550
Cu 0.47960 -0.40520 -0.07620
C -1.89480 -3.57550 -0.02050
C 0.02720 1.04030 2.63610
F 7.18840 -0.88220 -1.90320
C 4.80480 -0.67920 -4.24920
C -2.69940 -3.88170 -2.37980
C 3.97030 3.41820 -2.74750
H -2.96650 -0.87130 3.18750
F 5.02280 -4.76790 -4.18960
C -0.05320 0.40670 -3.24290
C 7.92470 -2.02830 1.44390
C 4.68240 -1.31450 -3.02690
F 5.17400 -3.43560 -6.57800
H 1.91560 3.97860 -0.23870
F 4.73700 -3.34190 -1.87440
C 3.09150 2.09930 1.47240
C -2.47970 -2.16920 -4.02430
H 0.60920 -0.37900 -3.59620
C 5.73300 -1.14650 -0.08170
H 0.57970 -1.86830 3.48570
C 1.46240 3.87350 0.74660
C 6.66070 -1.94230 2.01460
C 0.87940 2.15490 2.52200
C 1.61750 2.43430 1.23560
C 5.59070 -1.49150 1.24920
F 6.44480 1.55640 -0.04460
F 4.81040 0.66050 -4.32550
H -0.89440 -2.78830 3.81350
H 1.95290 4.57660 1.41870
F 5.31460 5.36050 -2.58370
Ge 4.15420 -0.54060 -1.21740
F 3.17880 4.02310 -3.64230
F 4.39390 -1.36770 1.83080
C -2.14490 -0.38030 0.11340
H 0.65420 3.33390 5.68570
H 3.20920 1.02970 1.63560
C 3.74990 2.10420 -2.36240
C 4.93590 -3.43070 -4.21790
F 2.72020 1.42420 -2.87890
H -2.60130 -1.83300 -5.04330
C -2.60590 -0.68440 4.19500
H -0.59410 1.24180 5.95590
C -0.83530 -4.67980 -0.07280
C -1.91390 -1.30800 -3.09660
C -1.80060 -1.73620 -1.76580
C -0.43900 0.65400 3.90780
H -3.36580 -4.08600 -4.39640
C -1.78990 2.25210 0.16080
F 5.08400 -0.70900 -6.60320
H -3.47880 0.87710 -3.15440
F 6.49120 -2.28130 3.30110
H -3.59760 -4.91310 0.06990
C 5.62930 2.14460 -0.93620
C 0.51430 2.67390 4.84210
N -0.34760 0.37310 1.47900
F 6.88770 4.14610 -0.71640
H 0.41130 4.14300 0.66950
H -0.60860 -5.03160 0.93140
C 4.77490 -2.69630 -3.05140
H 1.72820 3.83380 3.53060
H -2.35530 0.71190 1.95240
C 5.05180 4.10380 -2.20320
H -3.92280 -3.29070 0.68680
C 7.00220 -1.24400 -0.62070
H -0.77620 -1.76610 2.38010
N -1.31920 -0.87760 -0.77860
H -1.19080 -5.51930 -0.66670
H -2.26690 1.26450 -1.90750
H -2.98980 -4.88960 -2.12430
C 5.86850 3.47250 -1.27010
H 3.68660 2.39510 0.61240
C -1.50760 0.07220 -3.55480
C 1.09920 2.96130 3.62330
C -1.65570 0.35310 1.20330
H -1.49700 -2.76070 0.59050
H -2.24250 2.10140 -3.45870

Molecular formula: C45H36N6O4ReSe2
Method: DFT, ωB97M-V/def2-TZVPD

The value obtained for the HOMO energy (spin up / spin down) is -12.712 / -12.716 eV. As for the net charge: +2. For the calculated total energy, the calculation gives -7246.37913 Eh. Its gap between HOMO and LUMO (spin up / spin down) is 7.07 / 6.46 eV. For the largest force on an atom, the calculation gives 0.8 eV/Å. The calculation puts the LUMO energy (spin up / spin down) at -5.64 / -6.26 eV. Its multiplicity is 4. As for the expectation value of S²: 3.78.

CARTESIAN COORDINATES (ANGSTROEM)
C -2.26882 0.38920 0.81212
C 2.23398 -0.35382 3.49108
H -0.58493 4.81586 -0.10660
C 1.54622 4.56375 -0.25855
C -3.28296 -3.99328 0.99437
H 1.64638 0.15888 -6.56536
C 1.40984 2.01146 4.68450
H 0.94488 2.09788 -2.00010
C -3.15722 -2.58472 -1.35164
Re -0.72981 -0.62543 -0.17911
H -5.53720 1.99948 2.14181
C -2.59361 1.29375 -1.39635
H 0.69114 2.27740 -6.28959
H 1.10838 2.92632 5.17646
N 0.97492 -3.10511 -0.61702
H 3.61057 4.02491 -0.17403
C -4.26367 1.72095 0.43926
C 2.71579 -5.66871 3.26865
H 1.20637 -5.06982 4.67062
H 2.83009 4.35167 4.81308
C 0.24168 4.11844 -0.01967
C 1.00807 -4.04021 2.80269
C -0.72975 0.86364 -2.92155
H -1.96908 -0.26838 2.84032
C 0.15534 -0.97880 -5.53768
C -1.57767 1.48355 -3.99768
C 2.48221 4.41989 3.78225
Se -1.59816 -2.77145 -4.21897
H 3.03732 -4.45609 0.11469
H -1.66625 2.22327 -5.94805
H 3.17692 -6.37779 3.94695
H 4.41945 1.72325 0.24089
C -1.03531 1.76352 -5.18979
C 0.99148 0.78846 5.18680
C -3.78913 0.84712 2.62601
C 1.53008 -3.88568 1.53184
C -2.61734 0.26743 2.15036
C 2.58206 3.68446 -0.07737
H 0.13486 -3.47554 3.09723
H 4.09589 -6.06387 1.67148
C 1.01894 1.86074 0.38292
H -3.29265 -4.51598 1.94179
C 1.95494 0.47700 -4.38896
C 2.62364 0.85839 2.95841
Se -3.25586 -1.67013 -3.05381
C -0.01822 2.79543 0.27727
H -4.05622 0.74362 3.67189
O 0.32400 -2.23765 -1.28541
H 1.88355 2.81049 -4.21213
C -3.36062 1.93515 -2.42355
H 3.03862 5.19129 3.26268
C 1.07624 0.19891 -5.64210
C -4.61898 1.56032 1.77016
N -0.11104 -0.46891 -3.22219
O 0.81026 0.54261 0.40585
H 2.58382 -1.26704 3.02524
N -2.34945 -2.20931 -0.32395
H 1.10814 -1.34836 5.02248
O 0.12851 -1.97899 1.16954
H -4.33179 2.34235 -2.18370
H -1.85220 -2.56557 1.65070
C 2.64374 -4.60179 1.11013
C 1.61018 -4.93771 3.67396
H 0.35198 0.76982 6.06211
C 1.28492 0.03184 -3.07489
H 3.02765 0.31478 -4.47097
C -4.03818 -3.65047 -1.22790
H -1.03073 2.44281 0.41562
C 3.48164 1.61819 0.78120
H 1.87396 -0.54687 -2.36292
O 2.73964 3.20291 3.07092
C -3.09342 1.13741 -0.03537
N 0.87263 -2.95947 0.62870
H -4.74669 -5.24124 0.03044
C -4.08590 -4.38710 -0.05790
H -3.51379 2.34273 -4.48767
H -4.89343 2.31429 -0.21204
C 2.24298 2.06400 3.57419
N -1.42358 0.73468 -1.61704
N 3.53832 0.86996 1.84165
C 1.41003 -0.39720 4.60363
C -0.43121 -1.24105 -4.37630
C 2.34637 2.36110 0.34425
H -0.02010 -1.60671 -6.40374
H -4.68008 -3.88785 -2.06372
H 1.73602 5.59012 -0.54571
C 1.31397 1.88366 -4.21039
C 0.72033 1.46183 -2.84453
H 1.41884 4.66374 3.76207
C 3.22995 -5.49823 1.98912
C -2.90711 1.93809 -3.68404
H 4.38630 0.33546 1.97874
C -2.45902 -2.90514 0.83002
C 0.41716 1.63321 -5.45910

> The highest largest force on an atom belongs to which entry?

C45H36CuF15GeN2OS

> Look up the largest force on an atom of the first one.

2.9 eV/Å